1.
The ion C7H15N4 with charge +1, computed with wB97M-V/def2-TZVPD.

```
26
Properties=species:S:1:pos:R:3
C -3.357 -0.473 -1.198
C -1.312 -0.302 0.070
C -1.551 -0.127 1.527
C -0.227 2.076 -0.986
C 2.299 -1.548 -0.102
C 0.623 1.230 -0.174
C 0.751 -1.340 0.343
N -2.009 -0.511 -0.944
N -4.104 -0.134 -0.201
N -4.247 0.377 0.807
N 0.093 -0.212 -0.283
H -3.769 -0.720 -2.130
H -0.881 0.697 1.889
H -1.301 -0.924 2.174
H -2.521 0.350 1.991
H -1.179 2.448 -0.443
H 0.431 2.825 -1.274
H -0.429 1.554 -1.868
H 2.673 -2.506 0.349
H 2.250 -1.604 -1.125
H 2.890 -0.673 0.345
H 0.708 1.362 0.917
H 1.586 1.194 -0.560
H 0.632 -1.288 1.360
H 0.304 -2.381 0.197
H 0.168 -0.512 -1.297
```

Results
ΔE to the lowest compared entry with this formula, charge and spin (eV): 4.030
Net charge: +1
Spin multiplicity: 3
HOMO-LUMO gap (alpha / beta) (eV): 7.0 / 9.3
LUMO (alpha / beta) (eV): -3.151 / -5.545
⟨S²⟩: 2.031

---

2.
A cluster of 2 separate species, C7H15N5 in total, computed with wB97M-V/def2-TZVPD.

```
27
Properties=species:S:1:pos:R:3
C 3.595 -1.756 -0.219
C -0.353 -0.629 -1.120
C -1.799 1.384 0.056
C -1.305 -0.065 -0.113
C -1.001 0.734 1.107
C -1.457 0.345 2.494
C 2.285 -1.173 -2.249
N 0.876 -0.648 -0.806
N 3.019 -1.481 -1.170
N -0.965 -1.070 -2.204
N 2.551 0.054 -2.872
N -1.432 1.437 3.564
H 4.320 -1.927 0.642
H -1.304 2.129 -0.547
H -2.857 1.628 0.087
H -1.987 -0.969 -0.141
H -0.005 1.018 1.063
H -0.906 -0.408 2.942
H -2.464 0.061 2.341
H 1.892 -2.173 -2.779
H -1.881 -0.918 -2.610
H -0.413 -1.548 -2.847
H 2.909 0.179 -3.816
H 2.829 0.774 -2.254
H -0.435 1.570 3.591
H -1.776 1.216 4.565
H -1.937 2.234 3.296
```

Results
ΔE to the lowest compared entry with this formula, charge and spin (eV): 5.103
Net charge: +2
HOMO-LUMO gap (alpha / beta) (eV): 8.2 / 8.2
LUMO (alpha / beta) (eV): -6.844 / -6.846

---

3.
The molecule C7H15NO, computed with wB97M-V/def2-TZVPD.

```
24
Properties=species:S:1:pos:R:3
C -3.075 -0.160 -1.260
O -1.706 0.136 -1.253
C -0.694 -1.014 -1.615
N 0.442 -0.546 -0.960
C 0.320 -0.281 0.297
C -0.535 -1.021 1.290
C 1.286 0.725 0.880
C 1.424 1.930 -0.050
C 2.649 0.065 1.129
H -3.426 -0.426 -2.269
H -3.327 -0.986 -0.579
H -3.613 0.735 -0.927
H -0.522 -1.084 -2.696
H -1.177 -1.906 -1.185
H -1.395 -0.407 1.555
H -0.898 -1.969 0.898
H 0.034 -1.212 2.201
H 0.881 1.057 1.842
H 0.449 2.372 -0.239
H 1.838 1.615 -1.003
H 2.084 2.673 0.397
H 3.341 0.784 1.567
H 2.563 -0.793 1.800
H 3.060 -0.286 0.180
```

Results
ΔE to the lowest compared entry with this formula, charge and spin (eV): 2.391
Structure (SMILES): COC/N=C(\C)C(C)C
HOMO-LUMO gap (eV): 9.9
LUMO (eV): 0.990

---

4.
A cluster of 2 separate species, C7H15NO in total, computed with wB97M-V/def2-TZVPD.

```
24
Properties=species:S:1:pos:R:3
C -0.568 -0.987 1.260
C 0.711 1.526 1.265
C -2.252 0.790 0.623
C 1.783 0.253 -1.584
C -0.873 -1.172 -1.308
N -0.865 0.364 0.781
C 1.270 -0.144 -0.237
C -0.125 -0.622 -0.113
O 2.236 -0.873 0.498
H 2.546 -1.671 0.042
H 0.186 -1.062 2.032
H -1.424 -1.645 1.378
H -2.597 1.221 1.565
H 0.008 2.012 1.940
H 1.033 2.249 0.528
H 1.522 1.083 1.832
H -2.306 1.555 -0.154
H -2.918 -0.036 0.356
H 2.688 0.859 -1.478
H 1.053 0.854 -2.131
H 2.054 -0.608 -2.227
H -0.953 -0.425 -2.100
H -0.323 -2.025 -1.708
H -1.887 -1.497 -1.061
```

Results
ΔE to the lowest compared entry with this formula, charge and spin (eV): 6.400
HOMO-LUMO gap (alpha / beta) (eV): 6.9 / 6.9
LUMO (alpha / beta) (eV): 0.780 / 0.780

---

5.
The molecule C7H15NO2, computed with wB97M-V/def2-TZVPD.

```
25
Properties=species:S:1:pos:R:3
C 0.707 -1.418 0.877
C 0.582 -0.179 -0.010
C -0.755 0.550 0.174
C -1.982 -0.281 -0.192
C -3.247 0.557 -0.224
O -4.364 -0.295 -0.411
C 1.734 0.806 0.247
C 3.087 0.186 0.023
N 3.543 -0.049 -1.213
O 4.089 0.443 0.755
H 0.693 -1.133 1.941
H -0.117 -2.122 0.703
H 1.640 -1.965 0.680
H 0.633 -0.502 -1.064
H -0.837 0.887 1.221
H -0.741 1.461 -0.446
H -1.835 -0.746 -1.180
H -2.124 -1.097 0.532
H -3.345 1.119 0.721
H -3.185 1.294 -1.045
H -5.170 0.219 -0.331
H 1.629 1.676 -0.419
H 1.706 1.159 1.288
H 2.971 -0.666 -1.777
H 4.689 0.095 -0.849
```

Results
ΔE to the lowest compared entry with this formula, charge and spin (eV): 2.096
Structure (SMILES): C[C@@H](CCCO)CC(N)=O
HOMO-LUMO gap (eV): 10.3
LUMO (eV): 0.763

---

6.
The molecule C7H15NO2, computed with wB97M-V/def2-TZVPD.

```
25
Properties=species:S:1:pos:R:3
C 0.622 2.283 -1.873
N 0.431 0.879 -1.581
C -0.698 0.594 -0.721
C -0.614 -0.806 -0.113
C -1.992 -1.278 0.347
C 0.441 -0.903 1.021
C 0.059 -0.158 2.295
C 1.840 -0.506 0.569
O 2.554 0.284 1.141
O 2.378 -1.224 -0.469
H 0.925 2.810 -0.956
H 1.420 2.408 -2.617
H -0.291 2.779 -2.257
H 0.451 0.286 -2.434
H -1.673 0.688 -1.243
H -0.696 1.344 0.086
H -0.309 -1.487 -0.926
H -2.437 -0.581 1.071
H -2.677 -1.347 -0.510
H -1.935 -2.269 0.818
H 0.531 -1.977 1.261
H 0.049 0.929 2.136
H -0.934 -0.468 2.642
H 0.778 -0.373 3.095
H 1.776 -1.908 -0.784
```

Results
ΔE to the lowest compared entry with this formula, charge and spin (eV): 0.665
Structure (SMILES): CNC[C@H](C)[C@H](C)C(=O)O
HOMO-LUMO gap (eV): 9.4
LUMO (eV): 0.634

---

7.
A cluster of 2 separate species, C7H15NO2 in total, computed with wB97M-V/def2-TZVPD.

```
25
Properties=species:S:1:pos:R:3
C -2.855 0.557 -0.408
C -1.730 0.078 0.502
C -0.388 0.029 -0.204
N 0.251 1.339 -0.436
C 1.414 1.012 0.280
O 2.346 1.687 0.664
C 0.881 -0.389 0.617
C 0.695 -0.632 2.109
C 1.688 -1.506 -0.036
H -2.667 1.575 -0.779
H -2.965 -0.105 -1.279
H -3.813 0.571 0.130
H -1.660 0.732 1.384
H -1.954 -0.936 0.869
H -0.487 -0.542 -1.141
H -0.172 2.242 -0.621
H 0.161 0.190 2.603
H 0.131 -1.561 2.274
H 1.676 -0.738 2.592
H 2.679 -1.588 0.432
H 1.166 -2.465 0.089
H 1.828 -1.329 -1.112
O 1.613 0.751 -2.957
H 0.954 1.081 -2.276
H 1.208 -0.054 -3.295
```

Results
ΔE to the lowest compared entry with this formula, charge and spin (eV): 0.786
Structure (SMILES): CC[C@H]1NC(=O)C1(C)C.O
HOMO-LUMO gap (eV): 10.5
LUMO (eV): 0.656

---

8.
The molecule C7H15NO2, computed with wB97M-V/def2-TZVPD.

```
25
Properties=species:S:1:pos:R:3
C 1.917 -2.219 0.925
C 1.600 -0.726 0.988
C 0.268 -0.369 0.339
C -0.061 1.121 0.432
C -1.497 1.525 0.031
C -2.309 0.497 -0.753
N -3.649 1.030 -1.045
O 2.711 0.061 0.486
C 2.900 0.130 -0.834
O 3.719 0.838 -1.332
H 1.570 -2.720 1.829
H 2.991 -2.379 0.841
H 1.422 -2.697 0.077
H 1.539 -0.406 2.029
H 0.244 -0.705 -0.702
H -0.484 -0.967 0.862
H 0.134 1.447 1.458
H 0.647 1.678 -0.187
H -2.074 1.794 0.920
H -1.459 2.430 -0.577
H -1.806 0.265 -1.697
H -2.374 -0.442 -0.195
H -4.346 0.572 -0.472
H -3.909 0.834 -2.004
H 2.306 -0.594 -1.417
```

Results
ΔE to the lowest compared entry with this formula, charge and spin (eV): 1.201
Structure (SMILES): C[C@H](CCCCN)OC=O
HOMO-LUMO gap (eV): 10.2
LUMO (eV): 0.731

---

9.
The molecule C7H15NO3S, computed with wB97M-V/def2-TZVPD.

```
27
Properties=species:S:1:pos:R:3
N 3.045 0.463 -0.668
C 2.376 -0.039 0.542
C 1.606 -1.346 0.266
C 0.148 -1.345 0.742
C -0.875 -1.170 -0.391
C -0.646 -0.049 -1.395
C -0.966 1.367 -0.877
C -1.433 1.402 0.573
S -2.750 0.230 0.818
O -3.865 0.683 0.043
O -2.907 -0.005 2.215
O -2.219 -1.108 0.142
H 2.396 1.006 -1.224
H 3.782 1.107 -0.412
H 1.702 0.708 0.974
H 3.146 -0.231 1.286
H 1.682 -1.572 -0.795
H 2.118 -2.151 0.792
H -0.082 -2.303 1.209
H -0.019 -0.601 1.518
H -0.858 -2.106 -0.950
H 0.374 -0.101 -1.768
H -1.291 -0.239 -2.254
H -1.770 1.794 -1.474
H -0.113 2.034 -1.007
H -0.643 1.234 1.298
H -1.936 2.341 0.797
```

Results
ΔE to the lowest compared entry with this formula, charge and spin (eV): 0.059
Structure (SMILES): NCCC[C@@H]1CCCS(=O)(=O)O1
HOMO-LUMO gap (eV): 10.5
LUMO (eV): 0.619

---

10.
A cluster of 2 separate species, C7H15O2 in total, computed with wB97M-V/def2-TZVPD.

```
24
Properties=species:S:1:pos:R:3
C -2.489 -0.269 0.871
C -2.589 -1.016 -0.431
C -1.538 -1.168 1.987
O -1.581 -2.377 1.782
O -0.926 -0.414 2.725
H -1.764 0.645 0.841
H -3.338 0.090 1.329
H -3.108 -0.647 -1.309
H -3.293 -1.830 -0.274
H -1.532 -1.269 -0.759
C 1.193 0.658 -0.392
C 1.890 0.829 0.992
C 1.526 1.655 -1.545
C 1.637 -0.769 -0.853
H 0.084 0.752 -0.221
H 1.714 1.770 1.366
H 2.983 0.628 1.021
H 2.562 2.190 -1.621
H 1.463 1.341 -2.558
H 0.545 2.457 -1.683
H 1.701 -1.387 0.054
H 0.865 -1.177 -1.501
H 2.526 -0.761 -1.430
H 1.468 0.071 1.611
```

Results
ΔE to the lowest compared entry with this formula, charge and spin (eV): 1.920
Net charge: -2
Spin multiplicity: 2
HOMO-LUMO gap (alpha / beta) (eV): 2.8 / 7.6
LUMO (alpha / beta) (eV): 6.442 / 6.311
⟨S²⟩: 0.751

---

11.
A cluster of 2 separate species, C7H15O3P in total, computed with wB97M-V/def2-TZVPD.

```
26
Properties=species:S:1:pos:R:3
C -4.057 -0.180 -0.903
O -2.954 0.678 -0.721
C -1.704 0.049 -0.811
C -1.245 -0.679 0.485
C -0.181 -1.688 0.125
O -0.328 -2.572 -0.671
O -0.708 0.194 1.449
C -1.676 0.969 2.129
H -4.939 0.458 -0.923
H -4.155 -0.904 -0.088
H -3.976 -0.724 -1.852
H -1.699 -0.684 -1.631
H -0.977 0.838 -1.023
H -2.107 -1.229 0.900
H 0.768 -1.515 0.662
H -2.337 0.326 2.730
H -2.285 1.557 1.433
H -1.118 1.632 2.786
C 3.391 1.458 -0.904
P 3.496 0.120 0.075
C 5.269 -0.396 -0.165
H 2.455 1.983 -0.985
H 4.212 1.861 -1.475
H 5.809 0.310 -0.790
H 5.284 -1.381 -0.633
H 5.759 -0.482 0.802
```

Results
ΔE to the lowest compared entry with this formula, charge and spin (eV): 3.151
Structure (SMILES): COC[C@@H](C=O)OC.C=PC
HOMO-LUMO gap (eV): 9.9
LUMO (eV): 0.521

---

12.
The ion C7H15O3S with charge +1, computed with wB97M-V/def2-TZVPD.

```
26
Properties=species:S:1:pos:R:3
C 2.351 1.111 0.132
O 1.667 0.127 -0.661
C 2.169 -1.149 -0.540
S 0.896 -2.437 -0.802
C -0.740 -1.789 -0.362
C -0.869 -1.401 1.123
C -1.109 0.087 1.368
O -2.315 0.471 0.719
C -2.247 1.133 -0.482
C -1.439 2.401 -0.517
O -2.884 0.717 -1.412
H 1.649 1.920 0.346
H 3.201 1.513 -0.422
H 2.698 0.687 1.080
H 2.599 -1.370 0.443
H 2.918 -1.387 -1.311
H 0.807 -2.372 -2.141
H -1.009 -0.998 -1.060
H -1.378 -2.651 -0.583
H -0.014 -1.754 1.715
H -1.742 -1.937 1.508
H -0.263 0.701 1.049
H -1.241 0.242 2.444
H -0.369 2.175 -0.537
H -1.684 2.927 -1.441
H -1.651 3.034 0.346
```

Results
Net charge: +1
HOMO-LUMO gap (eV): 10.0
LUMO (eV): -3.539

---

Maximum force, respectively: 5.86; 4.42; 2.89; 1.12; 5.01; 1.20; 1.95; 0.72; 0.60; 4.93; 0.90; 0.64 eV/Å.